[1]
Density functional theory data (ωB97M-V/def2-TZVPD) for a molecular structure, C30H91CdN7O14 at a distorted geometry.

For the total energy, the calculation gives -76239.3297 eV. The calculation puts the HOMO energy at -8.3 eV.

Each line ends with the Löwdin charge.
Positions of all 143 atoms, in Å:
Cd  0.4101  -3.5302  0.0178  1.401
O  -0.2064  -2.0740  -1.4716  -0.451
C  0.0553  -0.7473  -0.9070  -0.252
C  1.2578  -0.7014  0.2160  -0.316
O  1.6415  -1.8968  0.8371  -0.435
H  -0.9058  -0.5420  -0.4354  0.053
H  0.0881  0.0890  -1.6053  0.067
H  1.1916  0.0685  0.9847  0.084
H  2.1672  -0.3396  -0.2638  0.059
C  -1.1913  2.9059  -1.9942  -0.063
C  -1.0539  3.0599  -3.5106  -0.412
C  -0.6575  1.7173  -4.1413  -0.208
O  -0.4586  1.9346  -5.5417  -0.201
C  0.1900  0.9229  -6.2528  -0.105
N  -2.4045  3.3497  -3.9558  0.041
H  -1.3865  3.8773  -1.5400  0.060
H  -0.3375  2.4051  -1.5378  0.061
H  -1.9691  2.1900  -1.7283  0.066
H  -0.2478  3.7441  -3.7757  0.150
H  -1.3847  0.9406  -3.9046  0.126
H  0.2956  1.4137  -3.7083  0.089
H  -0.2105  -0.0647  -6.0239  0.086
H  1.2320  1.1516  -6.0289  0.083
H  0.1786  1.1102  -7.3265  0.084
H  -2.9954  2.6093  -3.6054  0.063
H  -2.2570  3.0505  -4.9091  0.056
C  0.0450  -2.6152  5.7582  -0.049
C  -0.6145  -2.2660  4.4324  -0.441
C  -1.9842  -1.5135  4.6025  -0.164
O  -2.8060  -2.5401  5.1542  -0.193
C  -4.1611  -2.1999  5.1464  -0.118
N  0.2817  -1.3870  3.7408  0.050
H  1.1331  -2.5732  5.7100  0.077
H  -0.4185  -3.4915  6.2114  0.078
H  -0.1873  -1.7890  6.4303  0.079
H  -0.6690  -3.2031  3.8783  0.112
H  -2.3627  -1.2503  3.6148  0.095
H  -1.9205  -0.5852  5.1701  0.130
H  -4.4478  -1.3637  5.7840  0.090
H  -4.6994  -3.0770  5.5058  0.090
H  -4.4747  -1.9337  4.1370  0.064
H  0.2094  -1.5453  2.7458  0.034
H  1.2307  -1.6829  3.9193  0.027
C  2.3590  2.9987  0.6922  -0.069
C  2.5003  4.5455  0.5715  -0.394
C  3.1387  5.0722  1.8785  -0.159
O  2.7906  6.4585  2.1936  -0.200
C  3.4242  7.0136  3.2908  -0.143
N  3.3581  4.7886  -0.5953  0.032
H  2.0440  2.5860  -0.2662  0.063
H  1.7197  2.7869  1.5493  0.061
H  3.2507  2.4234  0.9413  0.076
H  1.5149  4.9675  0.3740  0.134
H  4.2197  5.0422  1.7414  0.116
H  2.8690  4.4538  2.7347  0.119
H  4.4718  6.7130  3.2737  0.081
H  2.9931  6.6582  4.2267  0.084
H  3.3076  8.0960  3.2374  0.089
H  4.2641  4.4407  -0.3156  0.059
H  3.5287  5.7837  -0.6201  0.068
C  -4.4939  0.2106  0.0009  -0.030
C  -4.0464  -1.1129  0.6393  -0.400
C  -5.1801  -1.9740  1.1875  -0.239
O  -5.9401  -1.3277  2.1645  -0.207
C  -7.3094  -1.8643  2.3612  -0.047
N  -3.1370  -1.8767  -0.2191  0.054
H  -5.1775  0.8031  0.6089  0.080
H  -4.9755  -0.0080  -0.9522  0.082
H  -3.6218  0.8310  -0.2058  0.060
H  -3.4549  -0.9057  1.5311  0.118
H  -4.8106  -2.8648  1.6956  0.116
H  -5.7940  -2.4016  0.3948  0.125
H  -7.3538  -2.9468  2.4815  0.086
H  -7.9647  -1.4481  1.5961  0.084
H  -7.7090  -1.4312  3.2782  0.081
H  -2.3823  -1.2760  -0.5184  0.033
H  -3.5965  -2.0656  -1.0985  0.082
C  4.4682  0.9093  -4.5983  -0.051
C  4.0064  0.4506  -3.1742  -0.417
C  4.7931  1.2418  -2.1037  -0.215
O  6.1778  1.0224  -2.1393  -0.187
C  6.6173  -0.2884  -1.6494  -0.058
N  2.5736  0.5524  -3.1183  0.064
H  4.0505  0.3077  -5.4056  0.063
H  5.5341  0.7059  -4.7012  0.064
H  4.4122  1.9613  -4.8780  0.078
H  4.2983  -0.5911  -3.0406  0.115
H  4.3636  0.9200  -1.1550  0.105
H  4.6870  2.3245  -2.1714  0.126
H  7.5483  -0.4968  -2.1765  0.086
H  5.8660  -1.0677  -1.7773  0.062
H  6.8945  -0.2070  -0.5984  0.084
H  2.2486  -0.2657  -3.6134  0.050
H  2.2893  0.4229  -2.1578  0.032
C  1.9432  -6.5866  -1.2637  -0.047
C  1.4076  -5.3585  -2.0302  -0.417
C  -0.1286  -5.3592  -2.2526  -0.185
O  -0.7358  -5.0558  -1.0207  -0.296
C  -2.0229  -5.7137  -0.9458  -0.056
N  1.8550  -4.1893  -1.3471  -0.018
H  1.6076  -7.4995  -1.7557  0.083
H  1.4949  -6.7258  -0.2800  0.075
H  3.0187  -6.4947  -1.1123  0.085
H  1.8658  -5.5468  -3.0012  0.143
H  -0.4096  -6.3106  -2.7043  0.130
H  -0.4494  -4.6047  -2.9708  0.109
H  -2.8389  -5.2287  -1.4816  0.097
H  -2.4148  -5.6006  0.0650  0.080
H  -2.0030  -6.7780  -1.1803  0.096
H  2.8325  -4.2668  -1.1049  0.091
H  1.8237  -3.5160  -2.0993  0.061
C  -1.3350  2.1709  2.4390  -0.062
C  -1.4235  3.6769  2.7370  -0.407
C  -1.8596  4.3818  1.4630  -0.228
O  -1.5614  5.7672  1.5425  -0.191
C  -2.1223  6.4920  0.4440  -0.098
N  -2.3011  3.9012  3.8829  0.048
H  -0.5902  1.8499  1.7107  0.055
H  -2.2662  1.6792  2.1578  0.063
H  -1.1012  1.5656  3.3149  0.066
H  -0.4185  4.0795  2.8639  0.137
H  -2.9300  4.2753  1.2868  0.125
H  -1.3135  3.9946  0.6027  0.094
H  -1.7801  7.5260  0.4882  0.087
H  -3.1958  6.3777  0.2939  0.088
H  -1.6000  6.1513  -0.4500  0.072
H  -3.2531  3.6113  3.7107  0.068
H  -2.3701  4.8665  4.1719  0.068
O  3.0761  -2.3321  3.2308  -0.063
H  2.5643  -2.1965  2.4333  -0.036
H  3.3532  -3.2471  3.1854  0.038
O  -2.4618  -2.4452  -3.3106  -0.060
H  -1.9019  -2.1800  -2.5809  -0.028
H  -1.8594  -2.8273  -3.9488  0.013
O  4.5434  -2.8825  0.6094  -0.053
H  4.7155  -2.8897  -0.3321  0.010
H  3.9285  -2.1598  0.7354  0.000
O  -1.2754  -3.3234  1.2108  -0.112
H  -1.7179  -3.7787  1.9271  0.069
H  -1.9122  -2.6760  0.9082  0.001
O  1.2846  -2.4187  -3.8685  -0.053
H  0.7709  -2.0728  -3.1386  -0.019
H  0.6355  -2.8017  -4.4586  0.036

[2]
Density functional theory data (ωB97M-V/def2-TZVPD) for a molecular structure, C2H5NO3 at a distorted geometry.

For the total energy, the calculation gives -9786.3142 eV. The calculation puts the HOMO energy at -9.9 eV. The energy above the lowest of the compared OMol25 structures with the same formula, charge and spin is 1.875 eV.

Each line ends with the natural charge from an NBO analysis.
Positions of all 11 atoms, in Å:
N  -1.3725  0.7628  0.8588  -0.799
C  -0.8298  -0.2321  0.0878  0.328
O  -0.3228  -1.2570  0.7791  -0.709
H  -0.8047  1.1212  1.6141  0.394
H  -1.9931  1.4229  0.4174  0.392
H  0.3058  0.2138  -0.6254  -0.012
C  1.6796  -0.0387  -0.9734  0.864
O  1.9761  -1.0446  -0.3531  -0.619
O  2.1153  0.8342  -1.6520  -0.536
H  0.6868  -1.2897  0.6278  0.517
H  -1.4406  -0.4926  -0.7811  0.180

[3]
Density functional theory data (ωB97M-V/def2-TZVPD) for a molecular structure, C4H2O3 at a distorted geometry.

For the total energy, the calculation gives -10321.0198 eV. The calculation puts the HOMO energy at -9.7 eV. The energy above the lowest of the compared OMol25 structures with the same formula, charge and spin is 1.363 eV.

Each line ends with the natural charge from an NBO analysis.
Positions of all 9 atoms, in Å:
C  0.6491  -0.2010  0.0042  0.286
C  -0.3525  -1.0932  -0.0045  -0.298
C  -1.3881  -0.0613  -0.0058  0.452
C  -0.2352  1.0129  -0.0011  0.430
H  2.3574  0.6132  0.0189  0.505
H  -0.3994  -2.1709  -0.0050  0.244
O  1.9922  -0.3029  -0.0043  -0.624
O  -2.5959  0.0084  0.0018  -0.507
O  -0.0275  2.1947  -0.0041  -0.489